The following is a DFT calculation (ωB97M-V/def2-TZVPD) of a cluster of 12 separate species, C2H25O13 in total.

```
40
Properties=species:S:1:pos:R:3:forces:R:3:lowdin_charge:R:1
C 4.5262 16.6343 -8.5933 0.0 -0.4 -0.3 -0.02
C 4.5523 18.1473 -8.4863 -0.3 0.1 0.4 -0.68
O 3.8584 18.7943 -9.3173 0.1 -0.3 -0.2 -0.08
O 5.1872 18.6610 -7.5332 0.2 0.1 0.1 -0.06
H 4.8260 16.3009 -9.5896 0.0 0.2 0.0 0.09
H 3.4992 16.2941 -8.4453 0.0 0.0 0.1 0.07
H 5.1851 16.1487 -7.8776 0.0 0.1 0.1 0.06
O 7.9670 19.1565 -7.4749 0.0 0.0 0.1 -0.07
H 8.1861 19.4841 -6.5988 0.0 -0.1 0.0 0.03
H 6.9922 19.1529 -7.4965 -0.1 -0.1 0.0 0.00
O 4.8533 13.3058 -7.1564 0.1 -0.1 0.0 -0.04
H 5.7630 13.2787 -6.8430 0.0 0.1 0.0 0.06
H 4.9287 13.3775 -8.1138 0.0 0.1 0.0 0.06
O 7.9267 16.5433 -8.7986 0.0 -0.3 0.0 -0.08
H 7.8949 16.9689 -7.9319 0.1 0.2 0.0 0.01
H 7.9035 17.2973 -9.3951 0.0 0.1 0.0 0.02
O 4.4248 21.5929 -6.5461 0.1 0.1 0.3 -0.06
H 3.4729 21.7089 -6.4837 0.0 0.0 -0.1 0.03
H 4.5354 20.6534 -6.7361 0.0 -0.2 -0.4 -0.01
O 6.1556 20.2773 -10.5407 0.1 0.0 0.0 -0.06
H 5.4846 19.8561 -9.9814 -0.2 0.1 -0.1 -0.01
H 6.5583 19.5513 -11.0230 0.0 0.0 0.0 0.02
O 1.9987 17.3408 -10.8979 0.0 -0.2 0.0 -0.07
H 1.5922 16.5890 -10.4597 -0.1 0.1 0.0 0.03
H 2.6895 17.6472 -10.2804 0.1 0.3 -0.1 -0.02
O 3.4468 17.7857 -5.3624 0.1 -0.1 0.0 -0.06
H 4.2330 17.7414 -5.9316 -0.2 0.2 -0.3 0.00
H 3.0581 16.9028 -5.4503 0.1 0.0 0.0 0.00
O 2.0358 20.7784 -10.5412 -0.1 0.0 -0.2 -0.07
H 1.3949 20.2395 -11.0139 0.0 -0.1 0.0 0.02
H 2.6938 20.1353 -10.2427 0.1 0.1 0.1 -0.01
O 1.2122 18.7524 -7.8013 0.0 -0.2 0.1 -0.06
H 1.9660 18.7284 -8.4078 0.0 0.2 -0.1 -0.01
H 1.6167 18.5849 -6.9416 0.1 0.0 0.0 0.01
O 6.1206 19.3318 -4.4589 0.1 0.0 -0.1 -0.06
H 6.2991 20.1100 -4.9967 -0.1 0.1 0.0 0.02
H 5.3064 18.9814 -4.8411 0.0 0.0 0.2 -0.01
O 2.8550 15.1074 -6.2239 -0.1 0.0 0.2 -0.06
H 2.0942 14.5580 -6.4269 0.0 0.0 0.0 0.05
H 3.6335 14.5673 -6.4317 -0.1 -0.1 -0.1 0.00
```
Positions in Å, forces in eV/Å.

Calculated values
- Net charge: -1
- Relative energy (zero: lowest compared OMol25 entry of this formula, charge and spin): 6.20 kcal per mole
- HOMO: -6.9643 eV
- Frontier orbital gap: 9.13 eV
- F_max: 0.54 eV/A


The following is a DFT calculation (ωB97M-V/def2-TZVPD) of a cluster of 11 separate species, C2H26N2O11 in total in a non-equilibrium geometry.

```
41
Properties=species:S:1:pos:R:3:forces:R:3:lowdin_charge:R:1
N -1.5871 -0.1732 -2.1614 2.0 -0.5 -2.5 0.01
C -2.1110 -1.4053 -2.6772 -1.6 1.5 -0.7 -0.23
N -1.7728 -2.5342 -1.7756 -3.1 -1.0 -0.6 0.05
C -0.5883 -2.8157 -1.2820 2.8 1.5 -0.5 -0.30
O 0.4003 -2.0958 -1.5940 -1.0 -1.1 0.1 -0.08
H -1.9472 0.0692 -1.2934 -0.6 0.4 2.0 0.02
H -0.5801 -0.3865 -2.0783 -0.6 0.8 0.4 0.08
H -1.7706 -1.5171 -3.7472 0.0 -0.4 1.3 0.13
H -3.2631 -1.2010 -2.7665 2.0 -1.3 0.5 0.15
H -2.6220 -3.0182 -1.4605 1.1 -0.1 0.1 0.15
H -0.3653 -3.6793 -0.6265 -1.0 0.3 -0.2 0.15
O 3.3857 0.8047 2.0659 0.0 0.5 1.1 -0.01
H 3.3174 0.5137 1.1854 -0.5 -1.7 -1.8 -0.03
H 3.7177 1.6630 1.8340 0.4 1.2 0.7 0.04
O 2.3014 -1.3971 0.1020 0.0 0.4 -0.2 -0.06
H 2.5629 -2.2515 -0.2309 0.6 -0.7 0.2 0.06
H 1.5579 -1.2850 -0.5199 -0.4 0.3 0.1 0.02
O -0.7791 1.3440 0.1819 -0.2 -0.7 -2.5 -0.07
H -0.6243 1.5104 1.0877 -0.2 0.6 1.5 -0.01
H -0.5048 2.1094 -0.3651 -0.2 -0.1 1.2 0.00
O -1.6106 -1.3888 1.1695 0.3 -3.2 2.2 -0.02
H -0.8941 -0.9473 1.6318 0.4 0.1 0.0 -0.03
H -1.8585 -0.7718 0.5605 -1.1 2.7 -2.5 -0.05
O -2.0054 1.1634 2.6432 -0.3 -0.9 -0.2 -0.07
H -1.7439 1.5537 3.4667 0.2 0.6 0.7 0.03
H -2.0471 0.2227 2.9296 -0.1 0.6 -0.4 0.02
O 0.9062 3.3885 -0.2792 -1.6 5.9 -0.3 -0.07
H 1.2528 2.7215 -0.7599 2.2 -4.0 -2.1 -0.05
H 0.7013 4.0072 -1.0993 0.3 -1.5 2.9 0.12
O -0.8617 -0.5796 4.3284 3.1 0.5 -3.7 -0.14
H -0.7050 -1.4724 4.5482 -0.4 -1.9 1.3 -0.01
H -0.1116 -0.6606 3.4776 -2.5 1.3 2.7 0.11
O -0.8163 2.8003 -2.0879 1.5 -1.4 0.5 -0.03
H -1.1615 1.8977 -2.0861 0.1 -0.4 -0.3 0.01
H -1.4798 3.2544 -2.5215 -2.1 1.7 -1.4 0.02
O 0.6491 -0.3929 2.0343 1.4 -0.5 0.0 -0.09
H 1.0443 0.5025 2.0279 0.0 -0.8 0.0 0.08
H 1.3081 -1.0145 1.5873 -0.8 1.2 0.5 0.08
O 3.6872 0.8567 -1.7566 0.1 1.9 -1.4 -0.02
H 3.6681 0.1682 -1.1480 0.0 -2.0 2.0 -0.04
H 3.3509 0.4365 -2.5449 -0.1 0.0 -0.5 0.04
```
Positions in Å, forces in eV/Å.

Calculated values
- Relative energy (zero: lowest compared OMol25 entry of this formula, charge and spin): 61.46 kcal per mole
- HOMO: -10.0686 eV
- Frontier orbital gap: 10.33 eV
- F_max: 6.10 eV/A


The following is a DFT calculation (ωB97M-V/def2-TZVPD) of a cluster of 10 separate species, C2H26N2O9 in total in a non-equilibrium geometry.

```
39
Properties=species:S:1:pos:R:3:forces:R:3:lowdin_charge:R:1
C -1.1924 -0.5137 3.6403 0.4 -0.8 -0.1 0.00
N -0.5722 -0.6364 2.3293 -2.3 1.8 -0.4 0.12
C -1.4783 -1.0538 1.2909 1.0 -0.6 -1.4 -0.22
N -0.9417 -0.9313 -0.0455 -0.2 -0.6 0.7 0.07
H -0.4824 -0.1659 4.3791 0.1 -0.1 0.1 0.11
H -2.0457 0.1695 3.6057 0.1 0.2 -0.2 0.13
H -1.5790 -1.5118 3.8513 0.0 0.1 0.5 0.11
H -0.0696 0.1958 1.9679 0.9 -0.2 0.2 0.13
H -2.3733 -0.4114 1.3353 -0.1 0.4 0.6 0.17
H -1.8512 -2.0712 1.4481 0.0 0.0 0.3 0.16
H -0.0201 -0.5129 -0.0957 0.0 0.0 0.0 0.07
H -0.9490 -1.8465 -0.4797 0.3 0.2 -0.3 0.09
H 0.5689 -1.6340 -2.8211 0.0 0.1 0.1 0.05
H 1.8098 -2.4496 -2.6694 0.1 -0.1 0.1 0.06
O 1.0458 -2.1522 -2.1597 -0.3 -0.2 -0.1 -0.07
H -3.2300 -0.9362 -2.1078 0.6 0.0 0.4 0.06
H -2.3597 0.0982 -1.1722 0.0 -1.0 -0.2 -0.01
O -3.1163 -0.0480 -1.7571 -0.7 0.8 -0.4 -0.06
H 1.1649 3.0614 -2.9056 -0.1 0.0 0.2 0.07
H 1.8045 3.2838 -1.5073 0.1 0.1 -0.3 0.06
O 1.4723 2.6115 -2.1102 -0.2 0.0 0.3 -0.05
H 2.4687 -0.5856 -1.7855 -0.3 0.1 0.2 -0.01
H 1.8722 0.7280 -2.4044 0.2 0.0 0.2 -0.01
O 2.6070 0.1029 -2.4372 0.4 0.0 -0.4 -0.07
H 0.8520 1.5608 -0.1815 0.4 0.2 0.0 0.04
H 1.5191 1.7066 1.2461 0.3 -0.1 -0.5 0.07
O 0.6843 1.6214 0.7692 -0.3 -0.4 0.7 -0.05
H -1.9446 2.8590 -2.8067 -0.4 -0.3 -0.1 0.06
H -2.0562 1.2697 -2.7422 -0.5 0.5 -0.1 0.01
O -1.5130 2.0447 -2.5360 0.8 -0.1 0.3 -0.06
H 3.8320 -0.6917 0.8597 -0.1 0.2 0.1 0.06
H 2.5689 -1.4538 1.2128 0.4 0.2 -0.2 -0.02
O 2.9179 -0.5458 1.1370 -0.2 -0.2 -0.1 -0.07
H -1.3488 2.3846 -0.3496 -0.2 0.2 -0.2 -0.02
H -1.1301 2.8317 1.0911 0.1 0.1 -0.1 0.01
O -1.8198 2.6674 0.4440 -0.4 -0.2 0.2 -0.06
H 1.6023 -2.6887 2.2224 -0.2 -0.4 0.1 0.04
H 1.3102 -3.1853 0.7706 0.0 -0.1 0.1 0.05
O 1.9725 -3.1712 1.4739 0.0 0.2 -0.1 -0.03
```
Positions in Å, forces in eV/Å.

Calculated values
- Net charge: +1
- Relative energy (zero: lowest compared OMol25 entry of this formula, charge and spin): 0.00 kcal per mole
- <S²>: 0.755
- HOMO (alpha / beta): -13.3463 / -13.3463 eV
- Spin multiplicity: 2
- Frontier orbital gap (alpha / beta): 10.37 / 5.36 eV
- F_max: 2.90 eV/A


The following is a DFT calculation (ωB97M-V/def2-TZVPD) of a cluster of 12 separate species, C2H29N2O11 in total in a non-equilibrium geometry.

```
44
Properties=species:S:1:pos:R:3:forces:R:3:lowdin_charge:R:1
C 0.8428 -1.3327 0.5009 1.7 -1.3 1.2 -0.06
C -0.2648 -0.9066 -0.1512 -3.1 0.6 -0.6 0.05
N -0.5157 0.4165 -0.7231 2.8 0.4 0.5 0.19
N 0.8852 -2.5439 1.0728 -1.0 1.7 -1.7 0.31
H 1.7245 -0.7343 0.5666 0.5 0.4 -0.2 0.11
H -1.1400 -1.5566 -0.1294 0.0 0.2 -0.3 0.15
H -0.5830 0.3845 -1.7656 -0.4 -0.2 0.7 0.17
H -1.3502 0.9517 -0.3523 0.3 -0.5 0.0 0.14
H 0.3239 1.0876 -0.5518 -1.5 -1.0 -0.2 0.17
H 0.2345 -3.2444 0.7586 -0.9 -0.5 -0.2 0.09
H 1.6803 -2.9321 1.5011 1.5 0.0 0.8 0.15
H 0.0542 3.6715 -1.3300 0.1 -3.4 -0.5 0.16
H -1.1877 3.1418 -1.6911 -0.2 -1.4 -0.1 0.07
O -0.3160 2.7006 -1.5692 0.0 5.5 0.5 -0.12
H -2.8781 2.4802 1.5764 -0.1 -0.2 -0.1 0.07
H -1.6285 1.9805 2.2597 0.4 -0.2 0.8 0.01
O -1.9999 2.1247 1.4017 0.2 0.7 -1.4 -0.05
H 1.4708 3.4087 -3.2584 0.9 -0.1 0.4 0.05
H 1.9994 2.0779 -3.4884 0.2 -1.2 -0.6 0.01
O 2.2246 2.8393 -2.9802 -1.0 1.3 0.2 -0.06
H 3.4196 -0.3505 -2.5729 -0.5 -1.7 1.5 0.10
H 3.1707 -1.8358 -1.9964 0.6 -1.2 -0.9 0.01
O 3.0695 -0.9234 -1.8165 -0.2 2.9 -0.5 -0.06
H -0.2100 -2.8789 -1.5971 -0.4 -0.2 -1.2 0.00
H -0.2724 -2.9681 -3.1492 1.1 -0.5 -1.6 0.04
O -0.7382 -2.6801 -2.3978 -0.5 1.1 2.2 -0.02
H -0.6222 -4.8515 -1.2158 -0.1 -1.7 -1.3 0.06
H -1.1523 -4.7828 0.2836 -0.6 -1.3 0.1 0.08
O -0.7647 -4.3401 -0.4552 0.6 2.5 2.0 -0.01
H -3.6852 1.1859 -1.8929 -0.5 0.2 -0.2 0.06
H -2.7060 1.8413 -2.9941 -0.7 -1.6 1.7 0.11
O -2.7943 1.1641 -2.2405 1.2 1.4 -1.5 -0.06
H -2.4763 0.3733 2.9784 0.1 0.4 0.5 -0.02
H -2.9524 -0.6750 2.1023 0.1 -1.9 -1.0 -0.01
O -3.2551 0.1130 2.4851 -0.9 0.9 0.6 -0.03
H 1.9944 0.0244 2.0272 0.8 0.9 2.0 0.01
H 2.6812 0.4530 3.4461 0.9 0.2 -0.1 0.06
O 1.9626 0.0066 3.0178 -1.4 -0.9 -1.3 -0.05
H 2.5049 2.6326 0.3978 -0.1 -0.9 1.1 0.09
H 2.4806 2.0663 1.9013 0.2 0.6 0.1 0.04
O 2.2081 1.9027 1.0005 -0.2 0.3 -1.6 -0.06
H 0.0798 0.7573 3.8052 0.0 -0.8 -0.1 0.05
H -0.7301 -0.5919 3.5491 0.7 -0.6 0.3 0.04
O -0.7883 0.3429 3.6868 -0.5 1.4 -0.1 -0.04
```
Positions in Å, forces in eV/Å.

Calculated values
- Net charge: +2
- Relative energy (zero: lowest compared OMol25 entry of this formula, charge and spin): 0.00 kcal per mole
- <S²>: 0.768
- HOMO (alpha / beta): -15.8892 / -15.8865 eV
- Spin multiplicity: 2
- Frontier orbital gap (alpha / beta): 9.07 / 5.11 eV
- F_max: 5.49 eV/A